[1]
20
Properties=species:S:1:pos:R:3:forces:R:3:mulliken_charge:R:1 method="wB97M-V/def2-TZVPD" total_charge=+1 e_tot_ev=-9944.085 e_homo_ev=-13.883 multiplicity=1 gap_ev=8.895 relative_energy_kj_mol=291.4
C 1.141358 0.999646 1.004997 1.55 0.54 4.72 -0.425
C -0.862376 0.695988 0.050290 -0.27 -0.88 -0.74 0.794
C -2.240259 0.912508 -0.374010 0.79 1.96 0.23 -1.524
C -0.823482 -1.494059 0.924357 1.17 -0.69 2.06 -1.175
C 2.249574 0.260726 -1.016889 -3.14 0.18 -1.09 -0.759
C -0.277937 -0.635094 -0.163419 4.66 2.18 2.57 0.195
N 1.485941 -0.074173 0.235502 -2.44 -1.77 -2.09 -0.212
O -0.157792 1.515886 0.681578 -2.30 1.23 -1.18 -0.235
H 0.916551 0.745445 2.164692 0.88 0.27 -2.43 0.257
H 1.854056 1.872046 1.019868 -0.73 -0.90 -0.30 0.321
H -2.966622 1.000869 0.374671 -0.81 -0.54 2.01 0.457
H -2.361388 1.941332 -0.667587 0.30 0.55 -1.02 0.452
H -2.599548 0.215230 -1.062939 -0.24 -0.97 -1.25 0.422
H -0.197785 -1.418182 1.892685 -1.02 0.11 -1.50 0.316
H -1.842477 -1.184683 1.148117 -0.15 -0.47 0.14 0.366
H -0.745472 -2.535288 0.622321 -0.37 -0.02 0.08 0.335
H 1.496453 0.764552 -1.847956 2.23 -1.04 1.87 0.247
H 2.662233 -0.663111 -1.396719 -0.16 -0.17 -0.31 0.285
H 3.090873 0.875570 -0.764070 0.17 0.67 0.11 0.379
H -0.190888 -1.114172 -1.080818 -0.12 -0.25 -1.86 0.503


[2]
20
Properties=species:S:1:pos:R:3:forces:R:3:mulliken_charge:R:1 method="wB97M-V/def2-TZVPD" total_charge=+1 e_tot_ev=-9943.420 e_homo_ev=-15.465 multiplicity=1 smiles="C[N+](=O)[C@@H]1CC1(C)C" gap_ev=9.359 relative_energy_kj_mol=355.6
C 2.610020 -0.135656 1.114436 0.52 -0.44 1.12 -0.803
N 1.391642 0.618259 0.825607 0.45 -0.52 0.56 0.549
O 0.878141 1.068197 1.794498 -1.04 1.22 0.55 -0.362
C 0.849611 0.676220 -0.454016 2.62 -0.52 -1.70 -0.073
C -0.264630 1.618048 -0.826537 -0.04 0.22 -0.06 -1.002
C -0.675517 0.233801 -0.551903 -2.45 0.49 0.99 1.368
C -1.046170 -0.687341 -1.646716 2.68 -1.12 -2.08 -1.439
C -1.455697 0.030444 0.771105 1.11 -2.69 0.45 -1.253
H 2.858068 -0.659207 0.254573 0.62 -1.10 -1.59 0.362
H 2.476653 -0.891096 1.965255 -0.03 1.60 -1.01 0.321
H 3.388234 0.626548 1.271710 -0.22 -0.39 0.42 0.335
H 1.670127 0.332680 -1.229394 -2.25 0.61 1.51 0.323
H -0.565490 2.338603 -0.100523 0.05 0.30 0.76 0.283
H -0.251125 2.085791 -1.806100 0.28 -0.63 -0.21 0.316
H -1.091267 -1.755985 -1.343779 0.28 0.74 -0.17 0.393
H -0.310941 -0.538069 -2.537295 -0.99 -0.61 1.49 0.330
H -1.964493 -0.460802 -2.117022 -1.36 0.55 0.02 0.360
H -2.021157 -0.966788 0.823496 1.12 1.17 -0.53 0.338
H -2.222549 0.730003 1.044422 0.18 0.96 -0.15 0.327
H -0.668731 -0.051179 1.582561 -1.54 0.16 -0.37 0.325


[3]
20
Properties=species:S:1:pos:R:3:forces:R:3:mulliken_charge:R:1 method="wB97M-V/def2-TZVPD" total_charge=+1 e_tot_ev=-18732.196 e_homo_ev=-11.899 multiplicity=1 gap_ev=8.816 relative_energy_kj_mol=295.1
C 0.237651 -1.750884 0.062219 0.21 0.57 0.61 -1.637
C -0.748268 -0.678748 -0.565541 2.25 -1.42 1.05 1.002
C -1.436492 -1.147381 -1.602784 -0.81 0.74 -1.45 -0.395
S -1.180883 -2.766558 -2.294811 0.00 -0.55 1.51 -0.222
C -0.821352 0.703876 0.061613 0.90 0.00 0.79 -1.332
C 0.423440 1.660286 0.340388 -0.28 0.49 -3.13 0.224
C 0.804030 2.006797 1.680924 0.40 1.64 1.08 -0.437
N 1.677689 1.000193 0.926535 -5.48 -0.07 1.74 -0.112
H 0.123305 -1.917812 1.183701 0.41 1.00 -1.00 0.376
H -0.140713 -2.730169 -0.239093 0.72 0.16 -0.27 0.448
H 1.354517 -1.621139 -0.266706 -2.03 -0.37 0.63 0.307
H -2.221431 -0.613925 -2.185295 0.81 0.09 0.77 0.333
H -1.219333 -2.451645 -3.547120 -0.32 0.62 -1.31 0.148
H -1.486441 1.276080 -0.521037 -0.76 0.96 -0.77 0.457
H -1.273767 0.658426 1.038236 -0.42 -0.43 0.50 0.395
H 0.601577 2.402082 -0.479275 0.18 -0.86 0.85 0.387
H 1.199607 2.977477 2.086691 0.56 -0.85 -1.67 0.311
H 0.154358 1.790252 2.494692 -0.28 -1.80 0.53 0.261
H 2.605386 1.146163 0.778116 3.15 0.86 -0.92 0.250
H 1.347119 0.056629 1.048543 0.80 -0.77 0.47 0.234


[4]
19
Properties=species:S:1:pos:R:3:forces:R:3:mulliken_charge:R:1 method="wB97M-V/def2-TZVPD" e_tot_ev=-8458.490 e_homo_ev="-7.357 / -7.357" multiplicity=1 gap_ev="7.972 / 7.973" relative_energy_kj_mol=565.8
C 1.204492 -1.990865 -0.973487 0.02 -0.03 -0.06 -1.250
C 0.636937 -1.303074 0.265895 0.06 0.04 0.02 -0.187
C -0.515491 -0.381041 -0.075294 -0.10 -0.22 0.16 -0.802
C -1.143850 0.414114 1.029892 -0.11 -0.09 -0.02 -0.239
C -0.135058 1.443470 1.507394 0.17 0.10 0.05 -0.494
C -0.951270 1.658768 0.313225 -0.15 0.08 0.30 -0.057
O 0.037038 1.768883 -1.426978 -0.07 -0.05 -0.27 -0.719
H 0.439701 -2.606395 -1.461814 0.10 0.08 0.06 0.279
H 1.544988 -1.246137 -1.702851 -0.03 -0.11 0.10 0.310
H 2.051607 -2.640418 -0.728787 -0.12 0.08 -0.02 0.376
H 1.440391 -0.730620 0.753233 -0.11 -0.08 -0.06 0.191
H 0.334331 -2.063141 1.007063 -0.01 0.10 -0.09 0.356
H -1.294454 -0.830400 -0.700464 0.14 0.09 0.04 0.413
H -0.002275 0.727362 -1.094982 -0.04 0.17 -0.06 0.336
H -2.008388 0.133463 1.635849 0.15 0.05 -0.11 0.370
H 0.926536 1.218305 1.438163 -0.17 0.03 0.00 0.143
H -0.401824 2.080455 2.350857 0.01 -0.07 -0.14 0.255
H -1.564172 2.499147 0.022177 0.10 -0.16 0.01 0.365
H -0.599239 1.848125 -2.159091 0.15 0.01 0.10 0.354